Entry 1:
Here is a molecular structure, C43H40ClN2O10Ta at a distorted geometry from OMol25. Energies are from wB97M-V/def2-TZVPD.

Geometry as XYZ:
```
97
C43H40ClN2O10Ta, DFT wB97M-V/def2-TZVPD
C 3.977 2.004 -2.936
H -2.509 1.055 -2.009
C -0.028 2.294 3.655
H 1.683 3.833 2.260
H -7.499 -2.230 0.565
C -0.344 2.403 5.044
C -1.970 4.159 0.169
H -2.505 3.316 0.617
H -6.215 -2.328 -1.576
H -0.356 5.227 -1.804
C -0.584 3.709 -0.302
H 1.370 -0.262 6.165
C 0.046 -4.230 -1.110
C 0.662 1.197 3.153
C -5.728 -2.557 -0.648
H -1.537 0.877 -0.332
C -0.544 1.319 -0.550
C 0.953 0.416 5.430
C 2.442 -3.457 -0.851
O -2.084 -5.133 0.620
C 3.965 1.057 -1.902
C -3.768 -3.410 0.504
O -1.333 -1.213 2.038
H -0.531 -1.402 -5.779
H 3.615 0.253 0.970
C -2.397 -3.976 0.429
O 0.945 -2.905 2.468
O -3.230 0.324 2.433
O -0.775 2.598 -1.218
N -0.391 -3.256 -0.273
H -3.840 -2.856 -1.561
C 0.017 1.778 0.801
C 1.535 1.878 -2.999
C 1.525 0.849 -2.039
C 2.757 0.508 -1.468
C -2.836 0.283 -3.977
C -4.476 -3.385 1.705
H 4.928 2.406 -3.257
H 5.823 1.290 1.236
C 0.148 0.348 -1.523
H 3.782 -4.750 -1.797
O -3.314 -1.750 3.637
H 4.364 -3.128 -1.824
C -0.914 -5.013 -1.904
C 3.865 -3.853 -1.179
Ta 0.528 -1.881 0.958
C -0.759 0.055 -2.727
H -0.240 3.116 3.012
C -4.397 -2.939 -0.652
O 0.234 3.190 0.711
H -0.846 1.759 1.498
C -6.466 -2.583 0.544
Cl -2.429 -0.668 3.178
O 1.492 -0.212 1.320
H 2.831 -0.189 -0.660
C -2.324 -0.395 -5.049
C 4.926 1.823 1.528
H 0.555 5.571 -0.366
C 3.662 1.251 1.365
O 0.188 -0.835 -0.851
H 4.900 0.804 -1.391
H 0.630 2.324 -3.365
O 2.223 -2.361 -0.174
H -6.316 -2.756 2.663
H -4.012 -3.763 2.615
H 6.010 3.579 2.266
H 4.478 -4.038 -0.311
H -1.131 -4.565 -2.844
H -1.871 4.999 0.846
N -1.657 -2.978 -0.090
H 1.745 -5.095 -2.037
H -2.884 -0.547 -5.964
C -2.072 0.445 -2.811
H -1.060 3.134 5.390
H -0.438 -5.968 -2.132
H -2.572 4.501 -0.687
C -0.258 -0.703 -3.807
H 0.762 -1.035 -3.819
H 1.554 -0.716 3.706
C 3.857 3.853 2.236
H -1.855 -5.220 -1.364
C 1.448 -4.297 -1.332
H 0.066 1.607 6.999
C 1.152 1.110 1.658
C 0.227 1.523 5.925
C 0.242 4.761 -1.013
C 2.584 3.256 2.092
C 2.780 2.392 -3.505
C 5.030 3.126 2.067
C -5.776 -2.884 1.707
H -3.831 0.678 -3.982
H 1.115 4.274 -1.427
H 3.917 4.911 2.514
C -0.984 -0.871 -4.961
C 1.079 0.187 4.079
H 2.787 3.073 -4.349
C 2.481 1.906 1.709
```

* frontier orbital gap (alpha / beta): 3.25 / 3.28 eV
* lowest unoccupied orbital energy (alpha / beta): -5.0 / -4.9 eV
* spin multiplicity: 1

***

Entry 2:
Here is a molecular structure, C43H40ClN7O4V at a distorted geometry from OMol25. Energies are from wB97M-V/def2-TZVPD.

Geometry as XYZ:
```
96
C43H40ClN7O4V, DFT wB97M-V/def2-TZVPD
C -4.803 1.580 5.037
C -1.590 1.029 2.049
H -1.866 2.778 3.406
C 0.601 2.372 -3.965
H -4.309 2.390 -1.332
H 2.765 -4.819 -0.729
H 4.362 -6.180 0.601
C 2.163 -3.626 0.934
C -3.122 0.327 3.845
C -0.527 2.971 1.667
C -3.590 1.588 -1.492
H -1.513 -2.959 -5.148
C -2.389 0.018 2.589
C -3.016 -1.433 -5.246
C 3.270 0.710 0.160
H -2.076 -3.474 -0.219
C -2.566 -1.255 2.043
O -1.664 -0.342 -1.520
N -1.974 -1.685 0.861
H 1.754 -2.580 2.749
C -3.480 -0.070 6.198
H 3.103 0.109 3.356
H -0.511 5.615 -4.336
H 0.999 0.362 -3.289
C -2.151 -0.668 -2.703
H -4.405 0.205 -5.047
H 3.201 -0.322 -2.228
H 6.088 0.636 0.064
N 4.190 0.910 -0.829
H -4.022 -2.244 3.420
N -0.796 0.849 0.924
N 0.896 -3.181 -1.056
H -3.737 0.811 -0.740
C -2.812 -0.354 5.021
C -3.408 -2.293 2.536
H -2.579 1.986 -1.407
H 3.339 -3.932 4.098
C 3.788 -5.395 1.078
N -5.755 1.425 8.399
C -4.121 1.297 3.867
H 1.970 1.350 2.777
H 1.955 -0.265 2.047
H -0.171 3.988 1.704
C -0.179 2.007 0.698
H 2.964 1.389 -2.510
H 4.639 -5.739 3.021
H 4.872 1.588 2.985
H 0.821 5.478 -6.453
C -5.189 1.191 7.426
H -4.369 1.822 2.954
C -1.993 -2.129 -4.644
C 0.762 4.638 -5.773
C -3.202 0.032 -3.320
C -0.484 -2.497 -2.741
C -1.401 2.351 2.533
H -0.648 3.718 -2.816
C -3.611 -0.364 -4.581
H -3.227 -0.588 7.113
H 2.012 3.343 -6.955
C 4.460 1.940 2.037
H -0.009 -3.292 -3.312
C -1.557 -1.758 -3.370
H -3.353 -1.702 -6.238
C 1.199 -2.810 0.159
V -0.598 -0.782 -0.258
H -3.795 -4.299 1.710
H -0.051 1.411 -2.177
C -3.298 -3.344 1.658
C -2.405 -2.920 0.648
N 3.601 0.906 1.498
O -3.860 1.110 -2.805
H -5.587 2.324 5.050
C -4.482 0.898 6.207
C 1.348 2.372 -5.191
H 5.726 2.319 -0.395
C 0.519 1.310 -3.092
O 2.152 0.301 -0.144
H 5.291 2.191 1.393
H 3.893 2.857 2.243
H -2.030 -1.102 5.005
O 0.657 -1.788 0.727
C -0.059 3.634 -3.725
Cl 2.225 0.905 -5.625
C 3.695 0.647 -2.187
C 2.593 0.501 2.471
C 1.423 3.444 -6.050
C 2.328 -3.374 2.291
C 3.216 -4.133 3.041
H 4.542 0.648 -2.870
H 0.506 2.113 -0.132
C 2.901 -4.640 0.329
C 3.947 -5.145 2.436
C 5.582 1.271 -0.668
C 0.021 4.700 -4.584
N -0.079 -2.307 -1.535
H 6.077 1.127 -1.625
```

* frontier orbital gap (alpha / beta): 3.03 / 3.01 eV
* lowest unoccupied orbital energy (alpha / beta): 0.9 / 0.9 eV
* net charge: -1
* spin multiplicity: 3